ORCA calculation (ωB97M-V with the def2-TZVPD basis set) on C33H55BGeN6O2Si5Ti as an isolated structure.

Last column: Löwdin charge in e.
Geometry (Å):
Ti1 0.464855 0.170736 0.641045  0.458
C1 3.126210 -1.786349 2.687116  -0.208
Si1 2.513043 -0.023088 2.329301  0.564
C2 2.116466 0.610879 4.080300  -0.210
C3 3.938776 1.077894 1.739843  -0.324
C4 4.903838 1.642745 2.576662  -0.098
C5 5.858693 2.514948 2.074362  -0.093
C6 5.863295 2.831342 0.720545  -0.092
C7 4.920786 2.263855 -0.125187  -0.093
C8 3.953745 1.384211 0.369506  -0.327
Si2 2.682170 0.469279 -0.702470  0.514
C9 3.409500 -1.243289 -1.061051  -0.199
C10 2.741029 1.325457 -2.384376  -0.207
H1 4.087656 -1.732784 3.205993  0.033
H2 3.261207 -2.413346 1.805460  -0.004
H3 2.424663 -2.293124 3.356330  0.016
H4 2.980161 0.434391 4.728662  0.028
H5 1.272770 0.084945 4.535514  0.018
H6 1.907420 1.683171 4.102745  0.024
H7 4.905836 1.416066 3.638118  0.095
H8 6.594764 2.955258 2.736225  0.098
H9 6.602857 3.518485 0.327289  0.098
H10 4.938682 2.512201 -1.180922  0.093
H11 4.336435 -1.119781 -1.629668  0.039
H12 2.721171 -1.837396 -1.664764  -0.006
H13 3.643352 -1.810232 -0.160376  0.003
H14 3.719475 1.129348 -2.835517  0.037
H15 2.603351 2.402579 -2.302795  0.026
H16 1.983670 0.948399 -3.070140  -0.002
N1 1.244403 3.422068 1.519207  0.243
C11 0.184286 2.998323 2.199972  -0.426
N2 -0.495608 3.884294 2.921030  0.198
C12 -1.460946 3.379191 3.680531  -0.428
N3 -2.244907 4.233145 4.350914  0.178
N4 -1.698727 2.061780 3.865447  0.198
C13 -1.002737 1.278170 3.077061  -0.278
N5 -0.127138 1.672910 2.142213  0.053
C14 -1.107491 -0.185519 3.258987  -0.227
C15 -1.818251 -0.742832 4.307339  0.010
C16 -1.768427 -2.114670 4.477534  -0.028
C17 -1.010987 -2.872787 3.597749  -0.031
C18 -0.344268 -2.237698 2.567167  -0.138
N6 -0.387698 -0.914995 2.396366  0.002
H17 1.451237 4.405448 1.515285  0.134
H18 1.832656 2.788067 0.996483  0.079
H19 -2.081733 5.219946 4.271556  0.110
H20 -2.953888 3.873895 4.962609  0.109
H21 -2.376642 -0.093439 4.964632  0.117
H22 -2.305459 -2.586699 5.289116  0.116
H23 -0.938672 -3.946329 3.698794  0.114
H24 0.255259 -2.786579 1.853424  0.091
O1 0.352033 2.930441 -1.465045  0.082
B1 -0.217630 1.936913 -0.652202  -0.590
O2 -1.596880 2.224213 -0.518561  0.080
C19 -1.844662 3.348663 -1.263222  -0.221
C20 -3.036436 4.005203 -1.472493  0.006
C21 -2.991558 5.131592 -2.293252  -0.090
C22 -1.800806 5.562263 -2.868690  -0.090
C23 -0.601578 4.885627 -2.649553  0.012
C24 -0.659652 3.776604 -1.836329  -0.216
H25 -3.958813 3.658438 -1.026553  0.118
H26 -3.904034 5.678888 -2.489436  0.100
H27 -1.805157 6.438173 -3.503789  0.100
H28 0.328386 5.205774 -3.099200  0.120
C25 -4.066760 -2.935222 -1.489026  -0.213
Si3 -3.169866 -1.447462 -0.753750  0.313
C26 -3.965051 0.068570 -1.535717  -0.205
C27 -3.597378 -1.386136 1.084212  -0.216
Ge1 -0.782500 -1.509566 -1.065675  0.594
Si4 -0.670920 -1.055349 -3.421392  0.316
C28 0.957828 -1.641977 -4.164236  -0.211
C29 -2.046643 -1.918954 -4.378866  -0.216
C30 -0.893053 0.774050 -3.804913  -0.193
Si5 -0.377402 -3.882940 -0.935685  0.303
C31 1.441489 -4.284984 -0.650534  -0.224
C32 -1.307517 -4.774006 0.455009  -0.214
C33 -0.885821 -4.795176 -2.503598  -0.222
H29 -5.125462 -2.879509 -1.216613  0.032
H30 -3.686545 -3.898192 -1.148369  0.006
H31 -4.001332 -2.923555 -2.578675  0.013
H32 -5.045714 0.049513 -1.363658  0.035
H33 -3.800699 0.102334 -2.613685  0.014
H34 -3.562627 0.986429 -1.106347  0.006
H35 -4.678857 -1.453046 1.234168  0.034
H36 -3.260415 -0.442040 1.521098  0.017
H37 -3.129754 -2.203923 1.638211  0.009
H38 1.097297 -2.716684 -4.024014  0.016
H39 1.817418 -1.140110 -3.720116  0.000
H40 0.969512 -1.442795 -5.239903  0.035
H41 -2.059629 -2.999076 -4.234395  0.006
H42 -1.898201 -1.722977 -5.445808  0.034
H43 -3.029000 -1.528931 -4.109443  0.010
H44 -0.071098 1.389318 -3.439429  0.009
H45 -1.817714 1.158714 -3.366896  0.025
H46 -0.957847 0.910882 -4.888749  0.041
H47 1.853443 -3.775330 0.224596  0.005
H48 2.054012 -3.996595 -1.506582  0.018
H49 1.563060 -5.362089 -0.500402  0.034
H50 -0.815910 -4.688634 1.423305  -0.002
H51 -1.335005 -5.839568 0.207413  0.035
H52 -2.336956 -4.434196 0.574745  0.010
H53 -0.359626 -4.425167 -3.385426  0.012
H54 -1.957480 -4.714203 -2.692174  0.014
H55 -0.644612 -5.856699 -2.391528  0.033

Force components x, y, z for each atom (eV/Å):
-0.1 0.0 0.0
0.0 0.0 0.0
0.0 0.0 -0.1
0.0 0.0 0.0
0.0 0.0 0.1
0.0 0.0 0.0
0.0 0.0 0.0
0.0 0.0 0.0
0.0 0.0 0.0
0.0 0.0 0.0
-0.1 0.0 0.0
0.0 0.0 0.0
0.0 0.0 0.0
0.0 0.0 0.0
0.0 0.0 0.0
0.0 0.0 0.0
0.0 0.0 0.0
0.0 0.0 0.0
0.0 0.0 0.0
0.0 0.0 0.0
0.0 0.0 0.0
0.0 0.0 0.0
0.0 0.0 0.0
0.0 0.0 0.0
0.0 0.0 0.0
0.0 0.0 0.0
0.0 0.0 0.0
0.0 0.0 0.0
0.0 0.0 0.0
-0.1 0.0 -0.1
0.0 0.0 0.0
0.0 0.0 0.0
0.0 0.0 0.0
0.0 0.0 0.0
0.0 0.0 0.0
0.0 0.0 0.0
0.0 0.0 0.1
0.0 0.0 0.0
0.0 0.0 0.0
0.0 0.0 0.0
0.0 0.0 0.0
0.0 0.0 0.0
0.0 0.0 -0.1
0.0 0.0 0.0
0.0 0.0 0.0
0.0 0.0 0.0
0.0 0.0 0.0
0.0 0.0 0.0
0.0 0.0 0.0
0.0 0.0 0.0
0.0 0.0 0.0
0.0 0.0 0.0
0.1 0.0 0.0
0.0 0.0 0.0
0.0 0.0 0.0
0.0 0.0 0.0
0.0 0.0 0.0
0.0 0.0 0.0
0.0 0.0 0.0
0.0 0.0 0.0
0.0 0.0 0.0
0.0 0.0 0.0
0.0 0.0 0.0
0.0 0.0 0.0
0.0 0.0 0.0
0.1 0.0 0.0
0.0 0.0 0.0
0.0 0.0 0.0
0.0 0.0 0.0
0.0 0.0 0.0
0.0 0.0 0.0
0.0 0.0 -0.1
0.0 0.0 0.0
0.0 0.0 0.0
0.0 0.0 0.0
-0.1 0.0 0.0
0.0 0.0 0.0
0.0 0.0 0.0
0.0 0.0 0.0
0.0 0.0 0.0
0.0 0.0 0.0
0.0 0.0 0.0
0.0 0.0 0.0
0.0 0.0 0.0
0.0 0.0 0.0
0.0 0.0 0.0
0.0 0.0 0.0
0.0 0.0 0.0
0.0 0.0 0.0
0.0 0.0 0.0
0.0 0.0 0.0
0.0 0.0 0.0
0.0 0.0 0.0
0.0 0.0 0.0
0.0 0.0 0.0
0.0 0.0 0.0
0.0 0.0 0.0
0.0 0.0 0.0
0.1 0.0 0.0
0.0 0.0 0.0
0.0 0.0 0.0
0.0 0.0 0.0
0.0 0.0 0.0
0.0 0.0 0.0

- spin multiplicity = 1
- LUMO level (hartree) = -0.0354
- net charge = 0